ORCA calculation (ωB97M-V/def2-TZVPD) on a cluster of 2 separate species, C3H12NOS in total in a non-equilibrium geometry.

## Properties
E_tot	-649.4295	a.u.
F_max	1.69	eV/A
Kohn-Sham gap	8.714	eV
relative energy (zero: lowest compared OMol25 entry of this formula, charge and spin)	13.26	kcal per mole
E_HOMO	-0.447	hartree
charge	+1

XYZ file:
```
18
Properties=species:S:1:pos:R:3:forces:R:3
N 2.446419 0.568009 -0.155580 -0.7 1.1 -0.2
H 1.045699 -0.372100 1.096797 0.2 -0.1 0.2
H -3.214380 -0.453097 -0.171744 0.4 0.1 -0.2
H 1.843762 -1.401926 -0.128696 -0.5 -0.3 -0.2
H -0.193800 0.914494 -0.436084 -0.2 0.0 -0.1
C 0.174118 -0.032276 -0.824201 0.5 -0.7 -1.4
H 2.898060 0.636748 -1.070979 -0.2 -0.8 -0.1
H 3.171723 0.469815 0.535958 0.4 0.1 0.4
H -1.516812 -0.743944 -1.991336 0.3 0.0 -0.2
H 0.454340 3.353630 1.573714 -0.1 -0.4 -0.7
H -0.640154 -2.063848 -1.212027 0.5 0.2 -0.4
C -0.949898 -1.026192 -1.110201 -1.1 -0.2 1.3
S -2.176797 -1.201622 0.245665 0.0 -0.1 0.5
H 2.002184 1.497098 -0.069468 0.2 0.0 0.7
H 1.464268 2.578075 2.258262 0.6 -0.4 0.5
C 1.344056 -0.455899 0.056544 0.0 0.2 -0.3
H 0.559330 0.092895 -1.847919 0.3 0.5 0.2
O 0.990041 2.550968 1.429038 -0.3 0.7 0.1
```
Positions in Å, forces in eV/Å.

ORCA calculation (ωB97M-V/def2-TZVPD) on a structure of composition C5H20HgN2O6 in a non-equilibrium geometry.

## Properties
E_tot	-916.7857	a.u.
F_max	1.98	eV/A
Kohn-Sham gap	7.679	eV
relative energy (zero: lowest compared OMol25 entry of this formula, charge and spin)	0.00	kcal per mole
E_HOMO	-0.273	hartree

XYZ file:
```
34
Properties=species:S:1:pos:R:3:forces:R:3
N 1.432196 11.456257 -17.212203 -0.9 0.5 0.1
O 4.461055 11.078784 -20.150512 0.3 0.6 -0.1
H 2.324196 11.898485 -17.344491 0.0 -0.1 -0.4
Hg 3.309540 8.847062 -20.181345 0.9 0.1 -1.1
H 5.565265 7.079720 -21.537188 0.0 0.0 0.2
H 6.020581 7.009831 -18.034990 -0.1 0.3 0.3
H 4.968964 11.682932 -19.600793 0.1 -0.1 0.1
H 1.425919 9.571520 -23.834404 0.1 0.2 0.0
H -0.449484 9.805732 -22.460683 -0.2 0.0 0.4
H 3.391159 5.898058 -16.974787 0.0 0.0 -0.4
O 2.889833 9.730491 -22.390448 0.2 -0.3 1.6
O 1.959879 6.897472 -20.539402 -0.7 -0.7 -0.2
H 5.467988 8.463158 -22.191353 -0.3 0.1 -0.1
O 5.015273 7.868546 -21.584288 0.8 -0.5 -0.5
H 1.018798 7.014506 -20.372604 0.0 0.0 -0.1
C 1.604604 9.366755 -22.766320 0.3 -0.2 0.4
H 4.804932 6.169295 -16.055620 0.5 0.1 -0.2
C 0.490295 10.001428 -21.934462 -0.1 0.2 0.1
H 0.582113 11.076000 -21.745852 0.2 0.1 -0.6
O 1.846512 10.000546 -18.890018 -1.2 0.8 0.2
H -0.611913 10.185346 -16.943812 -0.1 -0.1 0.0
N -0.082106 9.799913 -17.705391 -0.4 0.7 0.1
H 1.470837 8.274452 -22.657920 -0.1 0.0 -0.2
H 4.394342 11.503903 -21.014881 -0.3 -0.2 -0.1
H 5.037706 6.204806 -19.147819 -0.3 -0.5 0.2
C 4.484119 5.895010 -17.060791 -0.9 -0.4 -0.1
H -0.551922 9.162774 -18.320455 0.2 0.0 -0.2
C 1.063225 10.444169 -18.061357 1.4 -1.2 0.7
H 0.687408 12.067955 -16.918577 0.2 0.1 0.2
C 4.947482 6.779054 -18.201165 0.7 0.5 -1.3
H 0.502864 9.627617 -20.904224 -0.2 -0.5 -0.2
O 4.189084 7.906027 -18.433386 -0.5 0.7 0.5
H 4.778968 4.875221 -17.324198 0.1 -0.1 0.5
H 2.163162 6.009606 -20.225781 0.2 0.1 0.1
```
Positions in Å, forces in eV/Å.

ORCA calculation (ωB97M-V/def2-TZVPD) on a cluster of 7 separate species, C23H58BCl2N5O22PS6 in total in a non-equilibrium geometry.

## Properties
E_tot	-6515.7495	a.u.
F_max	4.46	eV/A
Kohn-Sham gap	7.912	eV
relative energy (zero: lowest compared OMol25 entry of this formula, charge and spin)	22.58	kcal per mole
E_HOMO	-0.437	hartree
charge	+1

XYZ file:
```
118
Properties=species:S:1:pos:R:3:forces:R:3
H 2.831513 3.382795 -2.911455 -0.1 0.0 0.0
H -2.654019 -4.274422 -3.080307 0.1 -0.1 -0.1
C 3.041822 -9.635701 -1.355068 0.3 -0.2 -0.1
O -4.651166 -2.318536 -6.818771 0.4 0.1 0.5
H -7.655660 -0.922307 -6.507082 -0.1 0.0 0.1
C -1.496476 -3.392204 1.667326 0.3 0.1 0.7
H 4.171157 6.382573 2.403019 -0.1 0.0 0.0
H -1.204388 8.002705 5.369644 0.0 0.0 0.0
H -3.380632 -3.334420 -0.877761 0.1 -0.1 0.0
H 0.974152 -2.859325 -3.398201 0.1 0.1 0.0
O -4.639887 -3.804596 -4.803321 0.4 0.2 0.1
H 0.088096 6.872496 12.621905 0.1 -0.1 0.0
H 2.111511 7.514716 1.512096 0.1 0.1 -0.2
O -2.116582 8.621969 2.006182 0.1 -0.3 0.2
H 6.160679 -12.151681 -3.695267 0.0 0.0 0.0
H -0.389015 -1.793469 -2.943914 0.0 0.1 0.0
H -0.540762 -3.149088 3.579034 -0.3 0.1 0.0
H -8.397253 -2.829345 -5.041544 0.1 -0.3 -0.2
C 6.658741 -10.319154 -2.657177 0.7 -0.3 -0.3
H -2.978100 5.756862 8.435819 0.0 0.0 0.0
O 4.823470 -11.362154 -0.534365 0.1 -0.2 -0.1
C 3.313705 5.824063 2.026655 0.2 -0.2 -0.1
H -3.633408 6.193933 10.046603 0.0 0.0 0.0
H -1.829510 -4.369001 3.551078 0.0 0.2 -0.1
H -1.137461 11.066563 1.141258 0.0 0.0 0.0
O 3.760068 -11.699257 -2.763369 0.0 -0.2 0.1
C 4.531573 7.356818 -2.269910 0.0 0.1 0.0
H 0.152920 9.917124 0.691341 0.0 -0.1 0.0
H -2.278163 -2.647379 3.529340 0.3 -0.1 0.0
C -5.018345 -4.867159 -7.163606 0.0 -0.1 0.1
H 5.000823 6.826427 -3.096159 0.0 -0.1 0.0
H -0.733826 9.478014 6.194889 -0.1 0.0 0.1
N -1.586184 -7.502419 -4.655306 0.6 0.6 0.7
H 1.713981 6.076154 0.588371 0.1 0.0 -0.2
N -2.650606 -3.867760 -0.423533 0.2 0.0 0.9
O 0.106599 8.463521 3.133300 -0.1 -0.3 -0.1
B 0.761633 -7.145263 -1.603501 0.5 -1.1 0.3
C -1.851933 -4.664290 -1.130758 -0.7 0.7 0.3
H 2.670552 5.551762 2.864166 -0.1 0.1 0.0
H -5.423448 -5.732432 -6.644201 0.0 0.0 0.0
C 1.338799 1.860437 -2.639579 0.4 0.8 0.2
C -7.353856 -2.523360 -5.093726 -0.4 0.7 0.5
C 6.709593 -11.226828 -3.870330 -0.2 -0.2 0.0
H 3.714881 7.975352 -2.632625 0.0 0.0 0.0
O -0.980469 6.143125 10.283092 -0.3 0.0 -0.2
C 0.423188 6.232940 10.588775 0.7 0.2 0.3
C -3.182062 6.567300 9.130787 0.0 -0.1 0.0
O -6.729109 -3.391897 -6.063466 0.5 -0.3 0.2
S 3.886690 6.147247 -1.163379 0.1 0.8 0.2
O 5.329131 -9.829619 -2.398548 -0.3 0.1 0.1
H 0.410888 11.048226 2.044933 0.0 0.0 0.0
S 1.701423 -0.713902 -2.828442 -0.5 0.5 -0.3
H -3.165913 9.180130 4.342704 0.1 0.0 -0.2
H 2.769675 -9.104845 -2.260804 0.2 -0.3 0.2
N -1.061415 -5.645083 -2.855389 0.5 0.7 -2.1
C -1.536019 -3.377293 3.186361 0.7 -0.1 -0.5
C 0.542529 -1.864470 -3.501852 -0.2 -0.1 0.0
H 0.388148 -1.633109 -4.553238 0.0 0.0 0.0
S 4.271282 -10.835622 -1.744094 0.0 0.5 0.0
H -6.920673 -2.688181 -4.105133 0.1 -0.1 -0.1
H 5.271195 7.954010 -1.742569 0.0 0.0 0.0
N -0.867393 -5.457133 -0.675480 -0.5 -0.1 -0.8
H -5.566204 -4.669605 -8.081258 0.0 0.1 0.0
H 0.525364 2.565026 -2.805268 -0.2 -0.3 -0.1
O 0.907474 0.604889 -3.216137 -0.1 -0.5 0.0
H 0.859928 -7.182935 -5.140295 0.2 0.2 0.2
C 0.696475 7.153705 11.761793 -0.2 0.2 0.0
O 4.970136 5.364708 -0.656747 -0.2 -0.3 -0.1
H -7.852109 -0.447680 -4.807829 -0.1 -0.1 0.0
H 1.459816 1.757619 -1.559784 0.0 -0.2 0.0
O -1.521384 -5.037563 -5.443159 0.4 0.4 2.0
C -0.414453 -6.060818 -1.779651 0.4 -0.1 1.4
H -2.239782 8.657243 6.633920 0.0 0.1 0.0
H 0.454056 8.187668 11.517646 0.0 0.0 0.0
H 1.749663 7.111108 12.041984 0.0 -0.1 0.0
H 6.257249 -10.739936 -4.735131 0.1 0.0 0.0
O -1.936525 8.408029 10.479579 0.1 0.2 -0.2
H -2.775199 10.621512 5.264361 0.1 0.2 -0.3
C -0.323861 10.449214 1.512458 0.0 0.1 0.0
H 0.983437 6.540415 9.703414 -0.2 0.0 -0.1
H 3.437576 -8.954331 -0.606869 0.0 0.0 0.0
Cl -0.072645 -2.908543 0.796628 -0.3 0.2 0.5
H 1.037363 -7.083979 0.281950 -0.6 -0.5 0.3
C -1.588031 8.924420 5.806797 0.1 0.0 -0.4
C 2.601433 2.386222 -3.287053 0.2 -0.2 -0.1
O -0.942080 7.642831 8.326450 0.2 0.1 0.3
C -2.553972 -3.791602 0.988170 -1.1 -0.3 -0.2
C -7.273596 -1.064231 -5.496176 0.3 0.0 -0.1
H 7.055994 -10.817929 -1.771136 -0.2 0.0 0.1
H -2.470293 -5.107335 -5.215757 -0.2 0.3 -0.7
H -0.969078 -8.234972 -4.993021 -0.6 -0.3 -0.1
H -3.962660 -5.018789 -7.385779 0.0 0.1 0.0
O 1.703361 -7.462561 -2.562556 -0.8 1.4 0.1
O 1.718729 -0.847176 -1.402365 0.2 -0.1 0.0
O -1.479076 10.251612 3.741119 0.1 0.0 -0.3
H 2.177272 -10.165656 -0.960901 0.1 -0.1 0.0
H 0.744832 5.222394 10.837660 -0.3 -0.1 -0.1
Cl -4.002774 -4.308060 1.845591 0.5 0.2 -0.6
H 7.276845 -9.439925 -2.835208 -0.3 0.2 0.1
H 2.325733 -6.712293 -2.574602 0.1 -0.4 -0.6
O 2.740443 5.524415 -1.759875 0.0 -0.3 0.1
C 2.541679 6.646625 1.014433 -0.3 -0.3 0.7
S -1.666865 7.373075 9.532083 -0.2 -0.6 0.2
O 0.828927 -7.763794 -0.383982 0.3 1.0 -0.4
N -1.994395 -4.734823 -2.460088 0.4 -0.1 0.3
H 7.741567 -11.486818 -4.108292 0.0 0.1 0.0
O 0.679729 -6.246063 -4.954413 -0.6 1.4 0.7
H -6.244170 -0.705986 -5.485847 0.0 0.0 0.0
C -2.341459 9.747384 4.780220 -0.3 -0.4 0.7
S -0.979184 9.241396 2.615804 0.0 0.8 0.1
O 3.394862 7.154966 -0.031285 0.1 0.0 -0.4
P -0.851054 -6.149528 -4.511277 -0.5 -3.5 -2.7
H 2.489388 2.430099 -4.371371 -0.1 0.1 0.0
H -3.833187 7.307342 8.669341 0.1 0.1 0.0
H 3.453397 1.739775 -3.075322 0.0 0.0 0.0
S -5.145063 -3.456108 -6.115985 -0.9 -0.5 -0.8
H 3.696098 4.905340 1.581296 0.0 0.0 0.0
O 2.903585 -0.784556 -3.593730 0.2 -0.2 0.2
```
Positions in Å, forces in eV/Å.